1.
{"formula": "C5H7NO", "method": "the ωB97M-V functional and the def2-TZVPD basis", "species": ["O", "N", "C", "C", "C", "C", "C", "H", "H", "H", "H", "H", "H", "H"], "coordinates": [[-0.309, 0.532, -2.111], [-0.129, 1.647, 1.182], [0.275, 0.188, -1.104], [-0.394, 0.216, 1.514], [-0.145, 0.634, 0.188], [-1.379, -0.231, 0.482], [1.418, -0.793, -1.005], [2.256, -0.235, -1.426], [1.166, -1.656, -1.607], [1.705, -1.104, 0.013], [-0.928, 2.272, 1.116], [-2.354, 0.185, 0.260], [-1.319, -1.309, 0.236], [0.136, -0.346, 2.261]], "forces_ev_per_a": [[0.81, -0.22, 0.23], [-0.44, 0.20, -0.24], [1.46, -0.09, -0.70], [0.05, -0.14, 0.72], [-1.23, -0.47, -0.30], [-0.59, 0.38, 0.71], [0.03, -0.19, -0.57], [0.21, -0.32, -0.19], [0.40, -0.24, -0.31], [-0.44, 0.30, -0.40], [-0.48, -0.27, 0.41], [-0.21, 0.26, 0.54], [0.23, 0.70, -0.01], [0.19, 0.09, 0.11]], "de_lowest_ev": 4.2300, "lumo_ha": 0.0347, "e_homo_ha": -0.33989, "total_charge": 0}

---

2.
{"formula": "C2H4LiO2Pm", "method": "the ωB97M-V functional and the def2-TZVPD basis", "species": ["Pm", "O", "O", "C", "C", "Li", "H", "H", "H", "H"], "coordinates": [[-0.201, 0.772, -1.328], [-0.625, 1.531, 0.874], [0.982, -0.703, 0.152], [2.030, -0.169, 1.181], [2.319, -1.233, 0.210], [-1.996, 1.097, 2.100], [1.900, -0.473, 2.221], [2.605, 0.755, 1.095], [2.276, -2.268, 0.553], [2.936, -0.993, -0.659]], "forces_ev_per_a": [[0.78, -0.33, 3.15], [0.18, -0.95, -2.71], [-1.64, 3.10, -0.83], [1.54, -1.55, 0.18], [1.03, -0.80, 0.38], [-0.39, 0.21, 0.88], [-0.83, -0.03, -0.35], [-0.96, 0.42, -0.69], [0.32, 0.17, -0.22], [-0.04, -0.25, 0.22]], "de_lowest_ev": 0.0000, "lumo_ha": [-0.6093, -0.5806], "e_homo_ha": [-0.89412, -0.89368], "total_charge": 3, "multiplicity": 6}

---

3.
{"formula": "C7H10NO3", "method": "the ωB97M-V functional and the def2-TZVPD basis", "species": ["O", "O", "O", "N", "C", "C", "C", "C", "C", "C", "C", "H", "H", "H", "H", "H", "H", "H", "H", "H", "H"], "coordinates": [[-1.379, -2.129, 0.436], [-2.940, 2.792, 0.581], [-1.164, -1.461, -1.609], [-0.700, -1.902, -0.561], [3.662, -0.213, -0.196], [-1.992, 2.108, 0.935], [1.379, 0.851, -0.108], [2.451, 0.308, 0.501], [0.697, -1.973, -0.434], [-0.961, 1.612, 0.041], [0.060, 0.827, 0.514], [3.614, -0.039, -1.279], [-1.918, 1.760, 1.991], [2.394, 0.127, 1.580], [-1.023, 1.889, -1.016], [4.563, 0.277, 0.203], [1.062, -2.410, 0.491], [1.233, -1.992, -1.380], [1.428, 1.099, -1.173], [0.037, 0.557, 1.577], [3.783, -1.291, -0.013]], "forces_ev_per_a": [[0.17, -0.37, 0.04], [1.03, -0.29, 0.33], [0.26, -0.37, -0.20], [-0.46, 1.15, 0.36], [0.58, 0.72, 0.05], [-1.77, -0.37, -0.09], [-0.09, -1.92, -0.50], [-0.52, -0.23, -0.03], [0.18, -1.12, -0.43], [1.15, -1.29, -0.11], [-0.34, 3.54, 0.54], [0.02, -0.05, 0.27], [0.12, 0.21, -0.15], [-0.09, -0.15, -0.30], [0.18, 0.19, 0.37], [-0.06, -0.23, -0.21], [-0.09, 0.31, -0.23], [-0.06, 0.22, 0.38], [-0.01, -0.06, 0.25], [-0.07, -0.13, -0.32], [-0.13, 0.26, -0.01]], "de_lowest_ev": 0.0000, "lumo_ha": [-0.0225, -0.0789], "e_homo_ha": [-0.33172, -0.33443], "total_charge": 0, "multiplicity": 2}

---

4.
{"formula": "C7H37NO11", "method": "the ωB97M-V functional and the def2-TZVPD basis", "species": ["O", "O", "O", "O", "O", "O", "O", "O", "O", "O", "O", "N", "C", "C", "C", "C", "C", "C", "C", "H", "H", "H", "H", "H", "H", "H", "H", "H", "H", "H", "H", "H", "H", "H", "H", "H", "H", "H", "H", "H", "H", "H", "H", "H", "H", "H", "H", "H", "H", "H", "H", "H", "H", "H", "H", "H"], "coordinates": [[0.920, -4.686, -0.641], [2.893, -0.150, -1.388], [1.317, -0.511, 3.294], [0.033, 3.352, 3.253], [-0.289, 3.407, -0.168], [2.755, 0.443, 1.247], [1.086, -2.809, -2.587], [1.952, 2.639, -3.100], [1.800, -2.270, 0.159], [-2.042, 2.558, 1.816], [2.332, 3.257, 0.379], [-1.495, -1.232, -0.170], [-1.389, -1.583, 1.215], [-0.139, 0.565, -1.099], [-2.371, -1.949, -1.085], [-3.470, -0.914, -1.633], [-1.545, 0.179, -0.557], [-2.636, 0.370, -1.589], [-2.714, -1.942, 1.967], [0.655, 0.624, -0.358], [-2.848, -1.412, 2.919], [-0.354, 4.289, 0.215], [-3.162, 1.315, -1.275], [-2.244, 0.559, -2.594], [-4.264, -0.924, -0.893], [-3.608, -1.814, 1.349], [-1.831, -2.467, -1.870], [-0.248, 1.573, -1.537], [3.154, 1.306, 1.084], [0.228, -0.122, -1.891], [2.520, 0.174, 0.328], [-1.409, 2.789, 2.552], [-2.860, -2.775, -0.577], [1.107, 2.332, -2.770], [1.122, -3.674, -2.121], [1.481, -2.129, 1.057], [-0.949, -0.855, 1.894], [0.638, 3.563, 2.521], [2.168, -0.502, 2.803], [2.555, 2.445, -2.365], [2.539, -0.721, -2.084], [-0.769, 2.825, 0.459], [-0.859, -2.566, 1.204], [0.890, -1.309, 2.967], [0.042, -4.517, -0.294], [0.531, -2.872, -3.365], [0.473, 2.605, 3.680], [-3.708, -1.311, -2.614], [1.515, -3.980, -0.321], [2.691, 4.059, -0.003], [1.381, 3.152, 0.146], [-1.683, 0.915, 0.253], [-2.331, 3.376, 1.404], [1.038, -2.013, -0.394], [3.848, -0.239, -1.463], [-2.763, -2.990, 2.309]], "forces_ev_per_a": [[0.41, -0.60, -0.39], [0.21, 0.21, -0.66], [0.46, -0.44, -0.05], [0.62, 0.02, -0.12], [-0.10, 0.05, 0.16], [0.14, 0.08, -0.83], [0.39, 0.35, 0.19], [0.50, 0.11, 0.22], [-0.43, -0.02, 0.06], [0.27, -0.20, 0.24], [0.14, -0.49, 0.49], [-0.28, 1.23, -0.56], [-1.39, -2.27, 0.75], [-0.47, 0.40, -1.13], [-1.08, -0.11, 0.76], [2.37, -1.30, 1.23], [2.46, 0.51, 0.17], [-0.93, 1.19, -0.44], [-0.61, -0.55, 0.43], [-0.28, -0.07, 0.35], [0.04, 0.38, -0.46], [-0.10, 0.07, -0.08], [-0.04, -1.05, -0.61], [0.20, 0.02, 0.19], [-0.40, 0.07, -0.35], [0.10, 0.27, 0.10], [0.39, 0.39, -0.57], [0.24, -0.35, 0.04], [-0.13, 0.20, 0.26], [-0.49, 0.21, 0.35], [0.31, -0.24, 0.68], [-0.50, 0.11, -0.73], [-0.26, -0.13, 0.34], [-0.25, -0.10, 0.06], [-0.43, 0.23, -0.46], [0.13, 0.05, 0.00], [0.76, 0.26, -0.90], [-0.11, -0.06, 0.24], [-0.61, 0.52, 0.11], [-0.21, -0.04, -0.25], [-0.12, -0.09, 0.16], [-0.04, 0.12, -0.08], [0.38, 0.78, 0.50], [-0.17, 0.01, 0.25], [0.02, 0.20, 0.14], [-0.05, -0.30, 0.00], [-0.04, -0.06, 0.09], [-0.70, 0.55, -0.11], [-0.41, -0.02, 0.46], [-0.30, 0.10, -0.20], [0.54, 0.41, -0.30], [-0.40, -0.98, 0.25], [-0.24, 0.13, 0.38], [0.22, 0.14, -0.01], [0.02, -0.05, 0.08], [0.27, 0.16, -0.43]], "de_lowest_ev": 2.6857, "lumo_ha": 0.0041, "e_homo_ha": -0.29954, "total_charge": 0}

---

5.
{"formula": "C5H10N", "method": "the ωB97M-V functional and the def2-TZVPD basis", "species": ["N", "C", "C", "C", "C", "C", "H", "H", "H", "H", "H", "H", "H", "H", "H", "H"], "coordinates": [[2.159, -0.506, 0.347], [-1.070, 1.663, -0.173], [1.456, 0.842, 0.066], [-1.135, 0.171, 0.314], [-1.439, -1.034, -0.506], [0.125, 0.854, 0.136], [-1.451, 0.156, 1.396], [-1.704, -1.871, 0.181], [-2.306, -0.795, -1.171], [-1.536, 2.351, 0.558], [3.115, -0.416, 0.624], [-1.256, 1.863, -1.155], [-0.440, -1.307, -1.008], [2.190, 1.511, -0.220], [1.840, -1.132, -0.428], [1.677, -0.904, 1.128]], "forces_ev_per_a": [[-3.04, 0.24, -0.83], [-0.17, -1.39, 3.12], [-1.85, -2.14, 0.64], [-0.24, 1.03, 1.92], [0.47, -0.82, -0.34], [2.05, 1.57, 0.19], [0.22, -0.07, -1.22], [0.08, 0.51, -0.73], [1.03, -0.68, 0.15], [0.79, -0.34, -0.52], [1.00, -0.23, -0.59], [-0.39, 0.54, -2.57], [-2.00, 0.05, -0.06], [0.75, 1.73, -0.61], [1.62, 0.36, 0.42], [-0.33, -0.34, 1.05]], "de_lowest_ev": 2.2937, "lumo_ha": -0.1363, "e_homo_ha": -0.53295, "total_charge": 1}

---

6.
{"formula": "C22H20B3Ba2Br10O24", "method": "the ωB97M-V functional and the def2-TZVPD basis", "species": ["Ba", "Ba", "Br", "Br", "Br", "Br", "Br", "Br", "Br", "Br", "Br", "Br", "O", "O", "O", "O", "O", "O", "O", "O", "O", "O", "O", "O", "O", "O", "O", "O", "O", "O", "O", "O", "O", "O", "O", "O", "C", "C", "C", "C", "C", "C", "C", "C", "C", "C", "C", "C", "C", "C", "C", "C", "C", "C", "C", "C", "C", "C", "B", "B", "B", "H", "H", "H", "H", "H", "H", "H", "H", "H", "H", "H", "H", "H", "H", "H", "H", "H", "H", "H", "H"], "coordinates": [[-0.884, -4.241, 1.857], [4.738, 3.702, 2.074], [-4.616, -0.903, 0.938], [-3.148, 3.588, -4.116], [-4.069, -4.317, 1.722], [0.331, 4.842, -1.300], [3.923, 5.048, -0.867], [-4.600, -2.874, -3.654], [-6.521, 1.663, -2.460], [4.063, 3.096, -5.146], [-1.149, -1.798, -6.554], [-2.162, -6.895, 0.357], [4.199, -0.304, 1.923], [3.528, 1.795, -0.049], [-2.598, -0.075, -1.492], [7.429, -1.083, 1.121], [1.506, 0.802, -0.379], [-0.974, 1.174, -0.567], [-0.475, -2.347, 3.823], [4.504, 0.901, 6.421], [0.336, 1.941, 1.298], [2.436, 0.048, 6.135], [1.152, -0.937, 4.345], [-1.800, -1.983, 0.567], [1.206, -2.957, -0.025], [3.527, 2.825, 4.505], [0.059, 0.378, 5.904], [3.428, -2.473, 2.521], [-0.192, -0.422, 0.904], [1.644, -3.796, 2.687], [5.431, -2.143, 1.184], [1.714, 1.498, 4.479], [-1.930, -0.653, 5.811], [2.043, 3.215, 2.021], [3.093, -1.761, 0.302], [5.879, 1.145, 2.306], [-0.837, 4.566, -2.848], [-5.324, 0.984, -1.065], [-2.046, 3.773, -2.486], [6.271, -1.150, 1.410], [-1.697, 0.095, -0.730], [-2.892, -2.071, -4.313], [-3.650, -6.029, -0.631], [1.558, 2.357, 1.311], [-2.821, -2.379, -5.784], [3.429, 4.277, -2.611], [2.949, 1.804, 4.798], [-0.081, -1.360, 4.379], [5.457, 0.061, 2.015], [2.361, 1.625, 0.198], [-0.819, -0.480, 5.433], [2.176, -2.608, 0.619], [3.435, 0.839, 5.896], [-1.222, -0.940, 0.305], [4.548, 4.274, -3.637], [-5.864, -0.269, -0.414], [2.373, -3.053, 2.074], [-3.945, -4.600, -0.198], [4.087, -1.668, 1.449], [1.339, 0.264, 5.190], [0.210, 0.868, 0.276], [-4.527, -6.620, -0.373], [-0.270, 3.982, -3.569], [-3.673, -1.964, -6.317], [-5.945, -1.061, -1.152], [-2.938, -3.454, -5.915], [3.221, 3.222, -2.438], [-2.997, -1.042, -3.989], [-3.179, -3.936, -0.602], [-3.465, -6.109, -1.697], [2.531, 4.796, -2.918], [-2.138, -2.542, -3.691], [-4.928, -4.303, -0.565], [-2.672, 4.229, -1.720], [4.754, 5.259, -4.038], [-1.775, 2.815, -2.046], [-6.782, -0.021, 0.108], [-4.333, 0.859, -1.497], [-5.208, 1.748, -0.296], [5.405, 3.744, -3.234], [-1.133, 5.515, -3.288]], "forces_ev_per_a": [[0.95, 1.24, 0.27], [-0.81, -1.30, 0.50], [-0.32, 0.20, 0.07], [0.43, -0.15, 0.67], [-0.35, -0.32, 0.04], [-0.39, 0.05, -0.05], [0.18, 0.33, -0.36], [0.29, 0.07, -0.02], [0.23, -0.28, 0.42], [-0.20, 0.49, 0.43], [-0.11, 0.03, 0.04], [-0.31, 0.14, -0.62], [-0.13, 1.22, 0.53], [-0.10, 0.22, 0.20], [0.23, -0.06, -0.42], [-0.60, -0.20, 0.31], [0.66, 0.08, -0.35], [1.17, 0.31, -0.36], [-0.98, -0.73, -0.87], [0.01, -0.11, 0.00], [0.23, -0.27, 0.11], [-0.44, -1.00, 0.29], [0.38, 0.23, -1.00], [1.20, 0.11, -0.08], [0.09, -0.13, 0.08], [0.71, 0.33, -1.35], [0.31, 0.54, -0.40], [0.57, -0.02, 0.19], [0.77, -0.58, 0.42], [-0.38, -0.49, -0.20], [-0.61, 0.21, -0.20], [0.39, -0.12, -0.78], [-0.50, -0.05, -0.11], [0.33, 0.03, -0.24], [1.13, 0.10, 0.10], [-0.16, 1.13, 0.32], [-0.03, -0.20, -0.58], [0.54, 0.46, 0.40], [-0.68, -0.36, 0.75], [1.34, 0.96, 0.00], [-0.43, -0.64, 0.00], [-0.70, -0.16, 0.78], [-0.96, -0.11, 1.02], [0.37, 0.38, -0.14], [-0.59, -0.42, 0.25], [0.14, -1.22, -0.74], [-0.71, 0.57, 1.08], [0.80, 0.67, 1.16], [-0.17, -1.75, -1.47], [-0.82, -0.30, 0.29], [-0.03, -0.45, 0.07], [-1.35, -0.24, 0.17], [0.64, 0.43, -0.32], [-0.64, 0.05, 0.11], [-0.10, -0.19, 0.12], [0.07, 0.48, -0.52], [0.43, 0.10, -0.02], [0.64, -0.04, -0.56], [-0.70, -0.76, 0.27], [-0.44, -0.41, 1.18], [-1.52, 0.39, 0.45], [0.26, -0.35, -0.06], [0.24, 0.24, 0.00], [0.28, 0.46, -0.07], [-0.31, -0.11, 0.17], [0.48, -0.02, -0.08], [-0.34, 0.18, 0.47], [0.16, 0.17, -0.47], [-0.25, 0.33, 0.24], [0.28, 0.11, 0.03], [0.06, 0.16, 0.07], [0.19, -0.09, -0.29], [0.22, 0.01, -0.15], [-0.05, 0.39, -0.30], [0.29, -0.07, -0.02], [-0.09, -0.21, -0.64], [-0.16, -0.41, -0.11], [-0.52, -0.15, -0.22], [-0.31, 0.21, -0.17], [0.27, 0.47, 0.03], [0.36, 0.18, 0.25]], "de_lowest_ev": 0.0000, "lumo_ha": -0.1250, "e_homo_ha": -0.43041, "total_charge": 1}